{
  "formula": "C25H31AsCl2N2O4Pt",
  "method": "the ωB97M-V functional and the def2-TZVPD basis",
  "max_force_ha_per_bohr": 0.02018,
  "s_squared": 6.041,
  "homo_energy_ev": [-12.24, -13.37],
  "total_charge": 2,
  "multiplicity": 5,
  "gap_ha": [0.245, 0.196],
  "e_tot_ha": -4656.500158,
  "species": ["Pt", "O", "C", "C", "C", "C", "C", "C", "N", "H", "H", "H", "H", "H", "H", "H", "Cl", "C", "C", "C", "Cl", "C", "O", "C", "C", "O", "C", "H", "H", "H", "C", "N", "C", "C", "C", "C", "C", "C", "C", "C", "H", "H", "H", "H", "H", "H", "H", "H", "H", "H", "H", "H", "C", "As", "C", "C", "O", "H", "H", "H", "H", "H", "H", "H", "H", "H"],
  "coordinates": [[-0.401295, -0.075384, 0.146548], [-0.085568, 1.955000, -1.889021], [-0.431544, 3.073979, -1.071225], [-1.750669, 2.809799, -0.387616], [-2.811681, 3.692709, -0.526147], [-4.012317, 3.419275, 0.110865], [-4.116199, 2.272886, 0.882508], [-3.009885, 1.451723, 0.997630], [-1.856119, 1.714273, 0.381193], [0.846008, 2.019201, -2.128716], [-0.511581, 3.965668, -1.694579], [0.334365, 3.252499, -0.308686], [-2.693058, 4.580761, -1.132707], [-4.852494, 4.092269, 0.003623], [-5.037694, 2.017444, 1.386667], [-3.025196, 0.553629, 1.602630], [6.520646, -2.939617, 0.492545], [5.141125, -1.967624, 0.316858], [5.248818, -0.576785, 0.440174], [4.128064, 0.198651, 0.323650], [4.230952, 1.891453, 0.518385], [2.813796, -0.371279, 0.066703], [1.809195, 0.366334, 0.078868], [2.775501, -1.810792, -0.152176], [1.561921, -2.464294, -0.634225], [0.612729, -1.877835, -1.131675], [3.905103, -2.569185, 0.022515], [6.211840, -0.123596, 0.631053], [1.537219, -3.561359, -0.551834], [3.843965, -3.643067, -0.108369], [-1.179903, -1.529671, -3.787652], [-2.451005, -0.878943, -3.626457], [-3.500639, -1.231239, -4.540360], [-2.733831, -0.221361, -2.381135], [-2.921944, -1.249218, -1.264384], [-3.993818, -2.138973, -1.350514], [-4.208580, -3.082504, -0.362771], [-3.346455, -3.137328, 0.723006], [-2.286724, -2.244498, 0.816658], [-2.046196, -1.293856, -0.176868], [-0.900501, -1.536812, -4.841490], [-1.247177, -2.570971, -3.451776], [-0.423550, -1.030450, -3.187844], [-3.160534, -1.086799, -5.568683], [-4.387841, -0.631053, -4.362056], [-3.749368, -2.293877, -4.437349], [-3.624427, 0.399051, -2.491273], [-1.877949, 0.404393, -2.125450], [-4.686740, -2.075611, -2.182726], [-5.047128, -3.761265, -0.439106], [-3.503256, -3.875071, 1.499840], [-1.634224, -2.289977, 1.681280], [-1.373503, 2.454873, 3.800770], [0.057616, 1.173353, 3.554953], [1.640379, 2.187644, 3.106134], [0.346439, 0.306738, 5.250507], [-0.293714, -0.005653, 2.439715], [-1.181648, 3.021620, 4.711889], [-2.318041, 1.924981, 3.903233], [-1.425700, 3.140547, 2.957445], [1.595073, 3.160166, 3.594543], [1.693301, 2.313352, 2.025852], [2.525061, 1.654038, 3.448763], [0.606555, 1.049465, 6.004032], [1.153184, -0.415653, 5.149345], [-0.564457, -0.211578, 5.541985]],
  "forces_ev_per_a": [[-0.96, 0.24, 0.31], [-0.08, -0.13, 0.08], [0.01, -0.02, -0.03], [-0.05, 0.05, 0.04], [0.09, -0.01, -0.05], [-0.01, -0.01, 0.04], [-0.04, 0.09, 0.01], [0.04, -0.01, 0.08], [0.29, -0.04, -0.36], [-0.03, 0.03, 0.03], [-0.05, 0.07, 0.10], [0.04, -0.07, -0.02], [-0.02, -0.03, -0.02], [-0.01, -0.01, 0.00], [0.03, -0.01, 0.03], [-0.02, -0.03, -0.06], [-0.09, 0.06, -0.01], [0.23, 0.06, 0.05], [0.04, 0.00, 0.00], [0.21, 0.18, 0.07], [0.02, -0.08, -0.06], [-0.22, 0.03, 0.04], [0.45, 0.21, 0.08], [0.37, 0.20, 0.18], [-0.50, -0.17, -0.16], [0.69, -0.51, -0.13], [-0.57, -0.04, -0.17], [-0.01, -0.01, 0.03], [0.08, -0.03, -0.02], [0.11, -0.01, 0.01], [0.38, -0.01, -0.14], [-0.07, -0.52, 0.14], [-0.22, 0.14, -0.36], [-0.21, 0.40, 0.46], [0.05, -0.18, 0.03], [-0.05, 0.04, -0.06], [-0.08, 0.00, -0.10], [0.10, 0.01, 0.05], [-0.22, -0.18, -0.05], [0.33, 0.44, 0.33], [-0.06, 0.04, 0.00], [-0.11, 0.04, 0.05], [-0.06, 0.02, 0.02], [0.07, 0.02, 0.05], [0.03, 0.01, 0.06], [0.07, 0.00, 0.10], [0.03, -0.04, -0.14], [0.05, 0.07, -0.09], [-0.02, -0.04, 0.01], [0.01, 0.00, 0.02], [0.00, 0.02, 0.00], [-0.01, 0.05, 0.01], [0.16, -0.13, 0.02], [0.09, 0.41, 0.44], [-0.16, -0.08, 0.07], [-0.03, 0.17, -0.13], [-0.10, -0.52, -0.75], [0.03, -0.01, -0.01], [0.01, -0.04, 0.00], [0.03, -0.04, -0.05], [0.01, 0.00, 0.01], [-0.06, -0.02, 0.01], [-0.01, -0.03, -0.01], [0.00, -0.01, 0.00], [0.02, 0.01, -0.05], [-0.03, 0.02, -0.02]],
  "lowdin_charge": [1.20, -0.10, -0.17, -0.25, 0.01, -0.02, -0.02, -0.14, 0.01, 0.10, 0.13, 0.13, 0.13, 0.12, 0.12, 0.11, 0.83, -0.62, -0.09, -0.54, 0.82, -0.34, -0.10, -0.09, -0.16, -0.05, -0.01, 0.13, 0.15, 0.13, 0.01, -0.08, 0.00, -0.11, -0.23, -0.04, -0.06, -0.06, -0.12, -0.27, 0.12, 0.13, 0.09, 0.12, 0.11, 0.13, 0.14, 0.09, 0.11, 0.11, 0.11, 0.09, -0.19, 1.01, -0.20, -0.19, -0.61, 0.05, 0.04, 0.03, 0.05, 0.00, 0.04, 0.05, 0.05, 0.05]
}